C9H13N4O2 | the ωB97M-V functional and the def2-TZVPD basis

```
28
C9H13N4O2 (the ωB97M-V functional and the def2-TZVPD basis)
O 0.5167 0.6421 1.2837
C 0.2520 -0.1567 0.4222
N 0.9109 -0.8085 -0.4694
C 2.3733 -0.8091 -0.5843
C 2.8447 -1.5238 -1.7001
C 4.2533 -1.6052 -1.7757
C 4.9895 -0.7873 -0.8825
N 4.5408 0.0058 0.0218
C 3.2747 -0.1270 0.2707
N -1.4508 -0.3898 0.1776
O -1.7347 -0.4431 -1.1724
N -1.9639 0.6873 1.0030
C -3.2702 0.1325 1.5401
C -4.0570 1.2462 1.0045
C -2.6792 1.9543 0.5002
H 0.3099 -1.1406 -1.1620
H 2.0206 -1.9494 -2.3477
H 4.8307 -2.1529 -2.5715
H 6.0454 -0.8565 -0.8989
H 2.9547 0.4655 1.0810
H -2.7068 -0.4703 -1.2487
H -1.1270 0.9766 1.6278
H -3.3874 0.0630 2.5966
H -3.3720 -0.8546 1.0160
H -4.7471 1.0037 0.1220
H -4.5214 1.8299 1.7320
H -2.6865 2.2271 -0.5801
H -2.4132 2.8410 0.9939
```

The LUMO energy comes out at -2.963 eV. Its spin multiplicity is 1. The calculation puts the orbital gap at 9.350 eV. Its molar mass is 209.23 g/mol. The calculation puts the largest force on an atom at 4.57 eV/Å. As for the total charge: +1. As for the SMILES: O=C(Nc1cccnc1)N(O)[NH+]1CCC1.

C26H27N3O3 | the ωB97M-V functional and the def2-TZVPD basis

```
59
C26H27N3O3 (the ωB97M-V functional and the def2-TZVPD basis)
C -2.4385 -2.6309 -0.9681
C -1.1673 -1.8200 -0.9555
O -1.1265 -0.6920 -1.3962
C 0.0322 -2.4605 -0.3533
C 0.0812 -3.7996 0.0248
C 1.2281 -4.3031 0.6122
C 2.3122 -3.4792 0.8572
C 2.2799 -2.1355 0.4950
C 3.4492 -1.2559 0.8703
N 3.4063 0.0625 0.2699
C 3.7737 0.0727 -1.1372
C 3.2228 1.3393 -1.8010
C 3.2897 2.5614 -0.8621
C 1.9013 2.9082 -0.3068
O 1.4042 3.9995 -0.4874
N 1.3222 1.8812 0.3593
C -0.0058 1.7276 0.7489
C -1.0276 2.5526 0.2870
C -2.3413 2.2591 0.5887
C -2.6511 1.1424 1.3554
O -3.9578 0.8093 1.6627
C -4.8512 0.6715 0.6459
C -4.5060 0.5013 -0.6932
C -5.5235 0.3235 -1.6155
C -6.8371 0.3205 -1.1741
N -7.1682 0.4689 0.0988
C -6.2079 0.6382 0.9830
C -1.6331 0.3550 1.8752
C -0.3195 0.6509 1.5776
C 4.3547 2.3508 0.2218
C 4.2021 1.0385 1.0072
C 1.1461 -1.6495 -0.1331
H -2.6836 -2.9582 0.0397
H -2.3143 -3.5084 -1.5994
H -3.2532 -2.0261 -1.3582
H -0.7592 -4.4548 -0.1400
H 1.2737 -5.3444 0.8949
H 3.1922 -3.8796 1.3404
H 4.3919 -1.7808 0.6339
H 3.4223 -1.1261 1.9594
H 4.8690 0.0228 -1.2517
H 3.3499 -0.8100 -1.6201
H 3.7961 1.5357 -2.7077
H 2.1866 1.1730 -2.1011
H 3.5817 3.4443 -1.4391
H 1.9184 1.0546 0.4741
H -0.7855 3.4073 -0.3224
H -3.1371 2.8858 0.2132
H -3.4695 0.5024 -1.0003
H -5.2921 0.1883 -2.6612
H -7.6629 0.1911 -1.8601
H -6.5099 0.7525 2.0149
H -1.8840 -0.4921 2.4952
H 0.4711 0.0252 1.9661
H 4.3372 3.1923 0.9154
H 5.3273 2.3594 -0.2751
H 5.2067 0.6398 1.2292
H 3.7017 1.2226 1.9634
H 1.0820 -0.6255 -0.4607
```

The LUMO energy comes out at 0.024 eV. Its spin multiplicity is 1. The calculation puts the orbital gap at 7.962 eV. Its molar mass is 429.52 g/mol. The calculation puts the largest force on an atom at 0.68 eV/Å. As for the SMILES: CC(=O)c1cccc(CN2CCC(C(=O)Nc3ccc(Oc4cccnc4)cc3)CC2)c1.

C8H12N3O2 | the ωB97M-V functional and the def2-TZVPD basis

```
25
C8H12N3O2 (the ωB97M-V functional and the def2-TZVPD basis)
C -3.5961 -0.5542 -0.3356
C -2.2708 1.2650 0.2545
C 1.5196 0.5363 -0.3540
C 2.5399 1.4099 -0.3552
C 0.2036 1.0516 -0.2018
C -2.5220 -1.4287 0.2850
C -1.1596 -0.9059 -0.2829
C 3.9882 0.9504 -0.3946
N -3.3701 0.6987 -0.2504
N -0.9493 0.4517 -0.0600
N 0.3747 -1.3913 1.3489
O -2.1738 2.3680 0.7001
O -0.6057 -1.5225 -1.3548
H -4.4133 -0.8173 -0.8481
H 1.5683 -0.4780 -0.1871
H 2.1773 2.4902 -0.3038
H -0.0091 2.1961 -0.0154
H -2.6327 -1.1644 1.4378
H -2.5119 -2.5670 0.1845
H 4.2264 -0.1130 -0.7339
H 4.2934 1.1090 0.6796
H 4.4479 1.5998 -1.0044
H 0.7219 -2.3085 1.0607
H -0.1598 -1.6287 2.1899
H 0.3130 -1.2473 -1.4590
```

The LUMO energy (spin up / spin down) comes out at -5.264 / -5.314 eV. Its spin multiplicity is 1. The calculation puts the orbital gap (spin up / spin down) at 7.950 / 6.867 eV. Its molar mass is 182.20 g/mol. The calculation puts the largest force on an atom at 4.87 eV/Å. As for the total charge: +1.

C12H30N2O6 | the ωB97M-V functional and the def2-TZVPD basis

```
50
C12H30N2O6 (the ωB97M-V functional and the def2-TZVPD basis)
C -11.5083 5.9889 14.4932
C -12.0152 6.3993 15.8706
C -11.3023 7.7118 16.3343
O -12.0424 8.3015 17.3951
C -11.6204 9.6040 17.8384
N -13.5498 6.6657 15.8465
H -13.8793 6.8463 14.9090
H -13.9414 5.7830 16.1425
H -13.6916 7.4640 16.4488
H -11.7560 4.9451 14.3004
H -10.4540 5.9421 14.7657
H -11.6681 6.7072 13.6890
H -11.8638 5.5808 16.5744
H -11.2834 8.3214 15.4309
H -10.3045 7.4146 16.6572
H -12.4496 10.1391 18.3012
H -10.8168 10.1046 17.2982
H -11.0379 9.4119 18.7394
C -15.2162 2.2558 11.5971
C -16.4326 2.1211 10.6112
C -16.2810 1.4212 9.1549
O -15.5303 0.1974 9.1389
C -14.8308 -0.0593 7.9092
N -17.7215 1.6345 11.3147
H -17.7249 0.8572 11.9596
H -18.1935 2.3470 11.8530
H -18.4190 1.3873 10.6273
H -14.7624 1.3427 11.9823
H -15.2822 2.8362 12.5174
H -14.4130 2.6795 10.9943
H -16.7171 3.1720 10.5584
H -15.7461 2.2141 8.6320
H -17.2530 1.1470 8.7451
H -14.1057 -0.8534 8.0874
H -14.2294 0.7790 7.5575
H -15.4679 -0.4283 7.1054
C -11.8989 2.6568 12.1746
C -10.4711 2.7908 12.6600
O -10.0323 2.1417 13.5872
O -9.7393 3.6576 12.1506
H -12.1114 1.5915 12.0854
H -12.0261 3.0346 11.1601
H -12.6430 3.1179 12.8240
C -14.7257 5.5280 12.0662
C -14.5141 6.9983 12.2949
O -15.4974 7.6932 12.5509
O -13.4413 7.5938 12.3150
H -15.4821 5.2679 11.3257
H -14.9398 4.9108 12.9388
H -13.8104 5.0576 11.7069
```

The LUMO energy comes out at -1.647 eV. Its spin multiplicity is 1. The calculation puts the orbital gap at 3.907 eV. Its molar mass is 298.38 g/mol. The calculation puts the largest force on an atom at 4.19 eV/Å.

C2H4N2O4 | the ωB97M-V functional and the def2-TZVPD basis

```
12
C2H4N2O4 (the ωB97M-V functional and the def2-TZVPD basis)
O -0.7594 -1.2271 1.6119
N 0.0128 -1.6929 0.7903
C 0.9662 -0.6342 0.2823
O 1.7945 -1.1483 -0.6976
C 0.1244 0.4634 -0.3890
O 0.2092 0.6079 -1.6242
N -0.6517 1.2156 0.3843
O -1.5702 2.0885 -0.1930
H 1.6125 -0.2367 1.0804
H 1.3512 -0.8350 -1.5528
H -1.0701 0.8335 1.2588
H -1.3569 2.0365 -1.1445
```

The LUMO energy comes out at -1.148 eV. Its spin multiplicity is 1. The calculation puts the orbital gap at 8.955 eV. Its molar mass is 120.06 g/mol. The calculation puts the largest force on an atom at 1.97 eV/Å. As for the SMILES: O=N[C@@H](O)C(=O)NO.

C44H103N5O9 | the ωB97M-V functional and the def2-TZVPD basis

```
161
C44H103N5O9 (the ωB97M-V functional and the def2-TZVPD basis)
C 4.9645 -4.3313 3.8971
C 4.4799 -5.7777 3.7905
C 3.1946 -5.8970 3.0286
C 5.5270 -6.4742 2.8360
C 6.8429 -6.8757 3.4787
C 6.4776 -7.7725 4.7303
C 5.5598 -7.1315 5.7738
C 5.0360 -8.3543 6.6085
C 6.4265 -6.0371 6.5917
N 4.3875 -6.5462 5.1091
O 3.5161 -5.9347 5.9811
H 4.6591 -3.6569 3.0972
H 4.4125 -3.9379 4.7507
H 6.0091 -4.1713 4.1641
H 2.7958 -6.8895 2.8190
H 2.4460 -5.3706 3.6207
H 3.2108 -5.3363 2.0940
H 5.1832 -7.4492 2.4906
H 5.7979 -5.8389 1.9927
H 7.5949 -7.3206 2.8270
H 7.4192 -5.9951 3.7626
H 7.4545 -8.0375 5.1347
H 6.0260 -8.7117 4.4106
H 4.4496 -7.9850 7.4499
H 5.9341 -8.8190 7.0156
H 4.4466 -9.0892 6.0604
H 7.3617 -6.3464 7.0585
H 5.7760 -5.6013 7.3500
H 6.6804 -5.1844 5.9620
H 2.8561 -6.6051 6.1723
C 2.8883 5.5217 8.0466
C 1.5641 5.5320 7.2009
C 0.5275 6.5785 7.7670
C 1.7799 6.0331 5.7280
C 2.7402 5.1863 4.8851
C 2.0728 3.7983 4.8143
C 1.5321 3.1320 6.1829
C 0.3734 2.1295 5.8327
C 2.7326 2.4072 6.8651
N 0.9400 4.2025 6.9986
O 0.3553 3.6796 8.1592
H 3.7446 4.9033 7.7774
H 3.2802 6.5216 8.2333
H 2.5616 5.2652 9.0544
H 0.5715 7.6046 7.4022
H -0.5102 6.2582 7.6740
H 0.5865 6.7017 8.8484
H 0.8025 6.0835 5.2482
H 2.0967 7.0753 5.7685
H 2.8876 5.5061 3.8535
H 3.6561 5.1328 5.4736
H 2.7944 3.1107 4.3733
H 1.4184 3.7073 3.9473
H -0.3807 2.7357 5.3308
H -0.0757 1.5654 6.6502
H 0.7046 1.3492 5.1475
H 3.0793 1.5239 6.3286
H 2.6454 2.2368 7.9382
H 3.5718 3.0935 6.7524
H -0.5347 3.9578 7.9312
C -8.5450 3.8929 -0.8358
C -7.2789 3.6643 -1.6506
C -6.3625 4.9041 -1.5838
C -6.4691 2.4361 -1.0703
C -5.5663 1.8036 -2.1282
C -6.2290 1.5775 -3.5221
C -6.8483 2.8431 -4.0962
C -5.7701 3.8290 -4.6893
C -7.7678 2.3316 -5.2359
N -7.7043 3.5075 -3.0455
O -8.4981 4.5161 -3.5206
H -8.4123 3.9303 0.2455
H -9.0517 4.8417 -1.0127
H -9.2768 3.1198 -1.0699
H -6.8616 5.7704 -2.0180
H -6.2609 5.1687 -0.5313
H -5.3312 4.7960 -1.9197
H -5.8800 2.6923 -0.1897
H -7.1410 1.6627 -0.6983
H -4.7262 2.4970 -2.1675
H -5.2694 0.8285 -1.7420
H -6.9814 0.7980 -3.4027
H -5.4755 1.1057 -4.1527
H -6.3194 4.6993 -5.0483
H -5.1922 3.4472 -5.5310
H -5.1326 4.2661 -3.9208
H -8.6906 1.8078 -4.9865
H -7.3246 1.4993 -5.7826
H -7.9863 3.1207 -5.9554
H -7.8600 5.2326 -3.5536
C 3.8594 1.6490 -1.4510
C 3.7824 1.4464 -2.9886
C 5.0466 1.9373 -3.6750
C 3.7522 -0.1648 -3.1508
C 3.2717 -0.5590 -4.6037
C 1.9154 0.1349 -4.9282
C 2.0069 1.6569 -4.7700
C 2.7033 2.2130 -6.0784
C 0.5211 2.1316 -4.7309
N 2.5891 2.1094 -3.4987
O 2.4924 3.5361 -3.2540
H 4.0313 2.6902 -1.1782
H 2.8883 1.4643 -0.9917
H 4.6915 1.1567 -0.9477
H 5.9534 1.6924 -3.1219
H 5.1724 1.3861 -4.6068
H 5.0380 2.9897 -3.9586
H 4.7449 -0.5229 -2.8782
H 3.0545 -0.6654 -2.4795
H 3.9148 -0.2458 -5.4261
H 3.2812 -1.6489 -4.6009
H 1.1752 -0.3543 -4.2951
H 1.5186 -0.1796 -5.8935
H 2.0124 2.1396 -6.9183
H 3.6511 1.7280 -6.3117
H 2.8421 3.2912 -5.9983
H -0.0121 2.0186 -5.6749
H 0.4766 3.2129 -4.6012
H -0.0019 1.6261 -3.9191
H 3.0234 3.8507 -3.9893
C -2.7564 -3.3039 -5.4465
O -2.8283 -3.1949 -6.8302
C -3.7835 -2.1356 -7.2828
C -3.8118 -2.0606 -8.8548
C -4.2527 -0.7705 -9.4598
N -4.9350 -2.8548 -9.2247
H -2.5280 -2.3809 -4.9135
H -1.9941 -4.0309 -5.1665
H -3.6581 -3.8039 -5.0929
H -4.7693 -2.2711 -6.8381
H -3.4468 -1.2095 -6.8171
H -2.8880 -2.3418 -9.3604
H -5.3002 -0.4788 -9.3838
H -3.9619 -0.7089 -10.5085
H -3.6883 -0.0399 -8.8803
H -5.6697 -2.5335 -8.6106
H -4.7820 -3.7341 -8.7517
C -0.6296 -1.5064 0.1970
O -1.5761 -0.5233 0.3210
H -0.9475 -2.4050 0.7257
H -0.3403 -1.5620 -0.8524
H 0.2081 -1.2251 0.8352
H -1.2305 0.2331 -0.1585
C 1.5823 -6.5081 -2.8381
O 0.6042 -7.4616 -3.3180
H 1.2952 -5.4951 -2.5561
H 1.9503 -6.9035 -1.8913
H 2.4167 -6.3590 -3.5233
H 0.7193 -7.6279 -4.2565
C -1.0293 4.5252 -0.3387
O -0.3346 3.3651 -0.5798
H -1.6797 4.8148 -1.1641
H -1.6220 4.3560 0.5603
H -0.3972 5.4084 -0.2460
H 0.3246 3.4625 -1.2709
C -4.1965 -3.2131 3.8137
O -4.4301 -2.5143 2.6852
H -5.1273 -3.6267 4.2018
H -3.4956 -4.0249 3.6194
H -3.8627 -2.6045 4.6541
H -3.6626 -2.1171 2.2672
```

The LUMO energy comes out at 0.059 eV. Its spin multiplicity is 1. The calculation puts the orbital gap at 8.066 eV. Its molar mass is 846.33 g/mol. The calculation puts the largest force on an atom at 4.17 eV/Å. As for the SMILES: CC1(C)CCCC(C)(C)N1O.CC1(C)CCCC(C)(C)N1O.CC1(C)CCCC(C)(C)N1O.CC1(C)CCCC(C)(C)N1O.COC[C@H](C)N.CO.CO.CO.CO.

C3H6N3 | the ωB97M-V functional and the def2-TZVPD basis

```
12
C3H6N3 (the ωB97M-V functional and the def2-TZVPD basis)
C -2.1204 -0.8779 0.9853
C 1.4429 0.0879 0.0110
C -0.8876 -0.2234 1.0807
N -1.9031 -0.1940 2.0543
N 0.3430 -0.0360 0.8954
N 1.3864 0.7628 1.2810
H -2.8147 -1.4986 0.4648
H 2.0520 -0.7999 -0.1392
H 1.3259 0.7311 -0.8591
H -1.0585 0.4251 -0.9862
H 1.9567 0.4451 2.0629
H -1.3324 0.5460 -1.7161
```

The LUMO energy comes out at -4.803 eV. Its spin multiplicity is 1. The calculation puts the orbital gap at 10.578 eV. Its molar mass is 84.10 g/mol. The calculation puts the largest force on an atom at 2.15 eV/Å. As for the total charge: +1.